{"formula": "C2H3FIN3", "method": "the ωB97M-V functional and the def2-TZVPD basis", "lumo_ev": [-1.7, -0.5], "homo_energy_ev": [-9.96, -8.73], "molar_mass_g_mol": 214.97, "homo_lumo_gap_ha": [0.3043, 0.3024], "spin_multiplicity": 1, "symbols": ["C", "C", "N", "N", "N", "F", "I", "H", "H", "H"], "positions_angstrom": [[-0.988, -0.049, 0.157], [0.170, 0.572, -0.566], [-0.680, -1.370, 0.276], [0.501, -1.567, 0.058], [1.146, -0.533, -0.520], [0.626, 1.771, -0.040], [-2.918, 0.557, -0.093], [0.033, 0.094, 2.540], [0.063, 0.925, -1.680], [2.048, -0.399, -0.131]]}

=====

{"formula": "C2H3FLuO", "method": "the ωB97M-V functional and the def2-TZVPD basis", "charge": 2, "lumo_ev": [-10.6, -11.7], "homo_energy_ev": [-18.18, -19.55], "molar_mass_g_mol": 237.01, "homo_lumo_gap_ha": [0.2777, 0.2893], "spin_multiplicity": 2, "symbols": ["H", "O", "C", "C", "Lu", "H", "H", "F"], "positions_angstrom": [[0.088, 1.300, 0.770], [-0.658, 0.324, 0.152], [0.292, -0.752, 0.335], [1.029, 0.498, 0.132], [-2.651, 0.418, -1.111], [0.309, -1.453, -0.507], [0.310, -1.151, 1.355], [1.282, 0.816, -1.127]]}

=====

{"formula": "C2H3FN", "method": "the ωB97M-V functional and the def2-TZVPD basis", "smiles": "[NH3+]C#CF", "charge": 1, "lumo_ev": -4.8, "homo_energy_ev": -16.51, "molar_mass_g_mol": 60.05, "homo_lumo_gap_ha": 0.4303, "spin_multiplicity": 1, "symbols": ["C", "C", "N", "F", "H", "H", "H"], "positions_angstrom": [[0.101, 0.172, 0.400], [0.854, -0.270, 1.199], [-0.597, 0.152, -0.821], [1.700, -0.459, 2.139], [-0.942, 1.165, -0.835], [-1.221, -0.611, -0.646], [0.105, -0.148, -1.436]]}

=====

{"formula": "C2H3FN3", "method": "the ωB97M-V functional and the def2-TZVPD basis", "charge": 1, "lumo_ev": -6.4, "homo_energy_ev": -16.97, "molar_mass_g_mol": 88.06, "homo_lumo_gap_ha": 0.3887, "spin_multiplicity": 1, "symbols": ["C", "C", "N", "N", "N", "F", "H", "H", "H"], "positions_angstrom": [[1.301, 0.284, -0.120], [-0.924, -0.060, -0.074], [1.286, -0.314, 0.974], [0.075, 0.385, -0.904], [-0.530, -0.665, 0.975], [-1.198, -0.976, 2.119], [2.133, 0.506, -0.765], [-2.009, 0.189, -0.306], [-0.134, 0.652, -1.899]]}

=====

{"formula": "C2H3FN4", "method": "the ωB97M-V functional and the def2-TZVPD basis", "lumo_ev": [-0.2, -0.2], "homo_energy_ev": [-8.52, -8.52], "molar_mass_g_mol": 102.07, "homo_lumo_gap_ha": [0.3044, 0.3044], "spin_multiplicity": 1, "symbols": ["C", "C", "N", "N", "N", "N", "F", "H", "H", "H"], "positions_angstrom": [[-0.529, -0.025, 0.521], [1.451, 0.804, -0.665], [0.284, 0.823, 1.017], [-0.254, -0.642, -0.694], [0.913, -0.283, -1.145], [-1.630, -0.402, 1.163], [2.630, 1.217, -1.078], [1.168, -0.911, -1.914], [-1.589, -0.233, 2.179], [-2.444, -0.348, 0.616]]}

=====

{"formula": "C2H3FO2", "method": "the ωB97M-V functional and the def2-TZVPD basis", "smiles": "O=CF.C=O", "lumo_ev": 1.0, "homo_energy_ev": -9.95, "molar_mass_g_mol": 78.04, "homo_lumo_gap_ha": 0.4032, "spin_multiplicity": 1, "symbols": ["C", "C", "O", "O", "F", "H", "H", "H"], "positions_angstrom": [[1.269, 1.004, -0.655], [-1.200, -0.952, 0.590], [1.370, 0.398, 0.330], [-1.312, 0.006, -0.062], [-0.586, -2.029, 0.261], [1.583, 2.091, -0.722], [0.479, 0.716, -1.383], [-1.605, -1.234, 1.640]]}

=====

{"formula": "C2H3FO2", "method": "the ωB97M-V functional and the def2-TZVPD basis", "smiles": "O=CCOF", "lumo_ev": 0.1, "homo_energy_ev": -10.59, "molar_mass_g_mol": 78.04, "homo_lumo_gap_ha": 0.3935, "spin_multiplicity": 1, "symbols": ["C", "C", "O", "O", "F", "H", "H", "H"], "positions_angstrom": [[-1.014, 0.662, 0.095], [0.099, -0.376, -0.105], [-0.996, 1.872, 0.030], [1.352, 0.264, -0.237], [2.453, -0.625, 0.173], [-1.815, -0.004, 0.284], [-0.301, -0.844, -1.000], [0.222, -0.948, 0.760]]}

=====

{"formula": "C2H3FO2S", "method": "the ωB97M-V functional and the def2-TZVPD basis", "smiles": "C=CS(=O)(=O)F", "lumo_ev": 0.3, "homo_energy_ev": -11.58, "molar_mass_g_mol": 110.11, "homo_lumo_gap_ha": 0.4379, "spin_multiplicity": 1, "symbols": ["C", "C", "O", "O", "F", "S", "H", "H", "H"], "positions_angstrom": [[1.378, 0.329, 0.142], [0.190, 0.422, 0.642], [-0.297, -1.220, -1.265], [-2.041, -1.142, 0.474], [-1.810, 0.748, -0.990], [-1.047, -0.545, -0.274], [2.363, 0.519, 0.657], [1.371, -0.222, -0.783], [-0.108, 1.111, 1.398]]}

=====

{"formula": "C2H3FOZn", "method": "the ωB97M-V functional and the def2-TZVPD basis", "charge": 2, "lumo_ev": [-13.5, -13.8], "homo_energy_ev": [-20.70, -18.78], "molar_mass_g_mol": 127.43, "homo_lumo_gap_ha": [0.2658, 0.1836], "spin_multiplicity": 1, "symbols": ["H", "O", "C", "C", "Zn", "H", "H", "F"], "positions_angstrom": [[0.588, 0.887, -0.234], [-0.611, 0.908, -0.614], [-0.746, -0.292, 0.003], [0.083, -1.269, 0.720], [-1.576, 1.645, -1.929], [-1.601, -0.112, 0.693], [0.401, -0.711, -0.610], [-0.445, -1.658, 1.861]]}

=====

{"formula": "C2H3FS2", "method": "the ωB97M-V functional and the def2-TZVPD basis", "lumo_ev": -0.8, "homo_energy_ev": -8.54, "molar_mass_g_mol": 110.18, "homo_lumo_gap_ha": 0.2839, "spin_multiplicity": 1, "symbols": ["C", "C", "F", "S", "S", "H", "H", "H"], "positions_angstrom": [[-1.419, 0.479, -0.065], [1.429, -0.364, -0.001], [2.669, -0.826, -0.141], [0.807, 1.130, 0.108], [-1.543, -1.109, 0.066], [-1.437, 0.979, 0.931], [-1.245, 0.961, -0.928], [0.739, -1.251, 0.029]]}

=====

{"formula": "C2H3FeO2", "method": "the ωB97M-V functional and the def2-TZVPD basis", "charge": 2, "lumo_ev": [-12.1, -13.0], "homo_energy_ev": [-19.19, -20.64], "molar_mass_g_mol": 114.89, "homo_lumo_gap_ha": [0.2595, 0.2799], "spin_multiplicity": 6, "symbols": ["C", "C", "O", "O", "H", "H", "Fe", "H"], "positions_angstrom": [[-0.161, -0.141, 0.717], [0.107, 0.529, -0.492], [-0.448, 0.225, -1.583], [0.481, 0.231, 1.787], [0.868, 1.323, -0.481], [1.159, -0.403, 2.059], [-0.947, -0.992, -2.796], [-1.058, -0.772, 0.789]]}

=====

{"formula": "C2H3HgOP", "method": "the ωB97M-V functional and the def2-TZVPD basis", "lumo_ev": [-1.9, -2.0], "homo_energy_ev": [-7.59, -7.96], "molar_mass_g_mol": 274.61, "homo_lumo_gap_ha": [0.2094, 0.2202], "spin_multiplicity": 1, "symbols": ["P", "O", "C", "H", "C", "H", "H", "Hg"], "positions_angstrom": [[2.315, -0.646, 0.007], [0.793, 0.621, -0.388], [-0.499, 0.395, -0.120], [-1.054, 1.329, 0.028], [-1.111, -0.789, 0.006], [-2.172, -0.815, 0.249], [-0.569, -1.731, -0.092], [2.297, 1.635, 0.309]]}